Density functional theory data (wB97M-V/def2-TZVPD) for 13 unconnected molecules or ions with the total composition C51H74F4O27.

Each line ends with the Löwdin charge.
CARTESIAN COORDINATES (ANGSTROEM)
F1 -2.27964 -21.86535 -15.14056  0.03
C1 -3.45789 -22.16321 -14.50138  -0.24
C2 -3.59814 -23.43554 -13.91708  0.01
C3 -4.82653 -23.67334 -13.25668  -0.08
C4 -5.75495 -22.64411 -13.04817  -0.09
C5 -5.54321 -21.42921 -13.67346  -0.11
C6 -4.40778 -21.13922 -14.38181  -0.02
H1 -2.75834 -24.12201 -13.85549  0.11
H2 -4.96478 -24.65136 -12.79261  0.10
H3 -6.62782 -22.88012 -12.43878  0.11
H4 -6.32589 -20.68998 -13.58997  0.10
H5 -4.24173 -20.15894 -14.83622  0.12
F2 -3.13248 -30.06492 -14.15065  0.05
C7 -4.14976 -30.12893 -15.04261  -0.27
C8 -5.44315 -30.30715 -14.58691  -0.03
C9 -6.49529 -30.31643 -15.47759  -0.08
C10 -6.24727 -30.21403 -16.84582  -0.09
C11 -4.94774 -29.99968 -17.28907  -0.09
C12 -3.87677 -30.01402 -16.41534  -0.01
H6 -5.62989 -30.34908 -13.51085  0.11
H7 -7.48543 -30.50169 -15.10422  0.10
H8 -7.03457 -30.21727 -17.57862  0.10
H9 -4.79060 -29.82613 -18.33550  0.10
H10 -2.84296 -29.97650 -16.75353  0.12
F3 -7.24166 -28.90926 -12.19059  0.04
C13 -7.97377 -29.04533 -11.05712  -0.25
C14 -9.37819 -28.91323 -11.11767  -0.02
C15 -10.12173 -28.93400 -9.96949  -0.10
C16 -9.49005 -29.18008 -8.73374  -0.08
C17 -8.12688 -29.45066 -8.69832  -0.08
C18 -7.34187 -29.22218 -9.84878  -0.01
H11 -9.83218 -28.81105 -12.09112  0.11
H12 -11.20164 -28.85610 -10.05077  0.11
H13 -10.11647 -29.37421 -7.87322  0.11
H14 -7.61634 -29.71386 -7.78743  0.11
H15 -6.27067 -29.25874 -9.73818  0.10
F4 1.75237 -31.68238 -5.51197  0.06
C19 0.95787 -31.17245 -6.47257  -0.29
C20 1.51166 -30.89371 -7.70402  -0.02
C21 0.75403 -30.27934 -8.70041  -0.06
C22 -0.57774 -29.95204 -8.39672  -0.09
C23 -1.14783 -30.31395 -7.18937  -0.07
C24 -0.35886 -30.93319 -6.18950  0.00
H16 2.52353 -31.18079 -7.88041  0.11
H17 1.29647 -30.03765 -9.61314  0.10
H18 -1.20564 -29.45963 -9.11851  0.08
H19 -2.21023 -30.23619 -7.04478  0.10
H20 -0.77289 -31.01403 -5.18021  0.11
C25 -4.63411 -25.31470 -3.12595  -0.02
O1 -4.57836 -25.54036 -1.68622  -0.01
C26 -3.69981 -24.83279 -0.90254  -0.52
O2 -3.70305 -24.83075 0.32607  0.11
O3 -2.72768 -24.28143 -1.69594  -0.06
C27 -1.66543 -23.69808 -0.92728  -0.05
H21 -3.63003 -25.20346 -3.47340  0.06
H22 -5.26829 -24.45655 -3.34436  0.09
H23 -5.02753 -26.19795 -3.61975  0.09
H24 -1.06522 -24.46851 -0.44307  0.10
H25 -2.03945 -22.98980 -0.21864  0.09
H26 -0.90464 -23.23278 -1.57206  0.09
C28 -0.62321 -23.93620 -10.95721  -0.04
O4 -1.46834 -22.80830 -10.89371  -0.04
C29 -1.12919 -21.74179 -11.67273  -0.55
O5 -0.30372 -21.72945 -12.56758  0.11
O6 -1.90923 -20.69581 -11.32879  -0.02
C30 -1.74597 -19.47771 -12.07077  -0.03
H27 -0.32788 -24.28728 -11.95399  0.09
H28 -1.11780 -24.79684 -10.50127  0.09
H29 0.32349 -23.74002 -10.43138  0.10
H30 -2.68875 -18.90473 -12.00520  0.10
H31 -1.32775 -19.75185 -13.05466  0.10
H32 -1.00104 -18.89807 -11.55619  0.08
C31 -0.28412 -25.64126 -3.86798  0.00
O7 -0.09063 -26.97488 -3.34612  0.02
C32 -1.11887 -27.80014 -3.29273  -0.59
O8 -2.22804 -27.60040 -3.81597  0.08
O9 -0.77340 -28.84883 -2.58800  0.01
C33 -1.77782 -29.80785 -2.22952  -0.01
H33 0.67076 -25.13050 -3.76426  0.10
H34 -1.06067 -25.04785 -3.39827  0.07
H35 -0.61305 -25.68059 -4.90091  0.08
H36 -1.98021 -30.50831 -3.04652  0.09
H37 -2.70683 -29.30417 -1.98794  0.10
H38 -1.33379 -30.33860 -1.39586  0.10
C34 -0.10420 -26.07079 -7.85077  0.01
O10 1.00719 -25.38835 -8.55076  0.00
C35 1.71520 -24.40088 -8.01691  -0.61
O11 2.58683 -23.84893 -8.61600  0.15
O12 1.33077 -24.09487 -6.75255  -0.03
C36 1.81250 -22.88606 -6.22561  -0.06
H39 0.22754 -26.79533 -7.09994  0.10
H40 -0.60819 -26.59637 -8.65175  0.08
H41 -0.73577 -25.33970 -7.40277  0.07
H42 1.21254 -22.54596 -5.38554  0.09
H43 1.75457 -22.04056 -6.89490  0.10
H44 2.81206 -23.00790 -5.83304  0.10
C37 -10.96051 -25.46401 -9.25058  -0.07
O13 -10.18519 -25.67020 -8.08937  0.00
C38 -8.82754 -25.67514 -8.33833  -0.60
O14 -8.28009 -25.38947 -9.37623  0.12
O15 -8.21363 -26.02773 -7.24575  0.02
C39 -6.82670 -26.33712 -7.31885  -0.02
H45 -11.96460 -25.23842 -8.94139  0.09
H46 -11.05402 -26.36240 -9.84580  0.07
H47 -10.52154 -24.75195 -9.97302  0.10
H48 -6.66930 -27.34508 -7.74915  0.09
H49 -6.37017 -26.19883 -6.32944  0.10
H50 -6.35789 -25.60267 -7.95705  0.09
C40 -5.89046 -26.37414 -15.92663  -0.01
O16 -4.57658 -26.48514 -16.51807  0.00
C41 -3.53588 -26.66990 -15.68810  -0.59
O17 -3.69003 -26.82640 -14.47148  0.08
O18 -2.41695 -26.61220 -16.37096  0.03
C42 -1.23710 -26.70052 -15.63190  -0.04
H51 -6.02805 -25.45879 -15.36164  0.08
H52 -6.00862 -27.23024 -15.31840  0.07
H53 -6.66822 -26.22420 -16.65888  0.09
H54 -1.03351 -25.88942 -14.92728  0.10
H55 -0.40929 -26.85994 -16.32222  0.11
H56 -1.29919 -27.59889 -15.03545  0.07
C43 -6.20201 -22.51561 -5.84121  -0.03
O19 -5.01036 -23.24711 -5.64589  -0.01
C44 -4.13910 -23.53009 -6.61253  -0.55
O20 -3.19876 -24.29184 -6.56676  0.11
O21 -4.46427 -22.85547 -7.76253  -0.04
C45 -3.62340 -23.04999 -8.91686  -0.02
H57 -6.77090 -23.02311 -6.61708  0.10
H58 -6.05540 -21.47999 -6.08029  0.09
H59 -6.76686 -22.53023 -4.92078  0.09
H60 -3.28193 -24.08094 -8.90578  0.06
H61 -2.77357 -22.36527 -8.90242  0.09
H62 -4.25921 -22.83043 -9.77550  0.10
C46 -0.37284 -29.01586 -12.42348  -0.01
O22 0.95928 -28.81430 -12.92060  -0.02
C47 1.49222 -27.64744 -12.58152  -0.59
O23 0.95969 -26.74250 -12.02308  0.16
O24 2.79096 -27.59140 -13.00619  0.00
C48 3.38953 -28.59677 -13.70740  -0.10
H63 -1.02211 -28.21428 -12.79215  0.08
H64 -0.41767 -28.97954 -11.33575  0.08
H65 -0.66595 -30.00537 -12.75063  0.10
H66 2.85687 -28.64942 -14.66519  0.10
H67 3.33312 -29.55950 -13.21180  0.09
H68 4.43479 -28.41068 -13.89158  0.09
C49 -3.62006 -27.57675 -6.75136  -0.02
O25 -3.92105 -28.16940 -8.03022  -0.01
C50 -3.69062 -27.46741 -9.11930  -0.59
O26 -3.32341 -26.30729 -9.15505  0.11
O27 -3.97445 -28.23170 -10.20184  -0.03
C51 -4.04667 -27.60815 -11.48006  -0.04
H69 -3.95786 -26.52540 -6.72887  0.08
H70 -2.57459 -27.58733 -6.58091  0.06
H71 -3.92588 -28.25344 -5.96778  0.09
H72 -3.14782 -27.02350 -11.57843  0.08
H73 -4.94535 -27.01214 -11.63129  0.09
H74 -4.19615 -28.37348 -12.25824  0.08

Highest occupied orbital energy: -9.1 eV
F_max: 3.35 eV Å⁻¹
Multiplicity: 1
E_tot: -4418.652283 Eh